[1]
Here is a cluster of 9 separate species, C16H50BF4N10O8 in total in a non-equilibrium geometry from the OMol25 dataset. Energies are from ωB97M-V/def2-TZVPD.

## Properties
Net charge ... -1
Energy relative to the best compared isomer or geometry (same formula, charge and spin) ... 269.9 kJ/mol
Calculated total energy ... -2213.73286 Ha

Positions of all 89 atoms, in Å:
B (0.10915, -1.42186, -2.03214)
F (0.63974, -0.33397, -2.73349)
F (0.75704, -1.63211, -0.80335)
F (-1.24497, -1.24756, -1.77321)
F (0.19730, -2.51080, -2.89165)
C (-2.75720, 1.91536, 2.75127)
C (-2.56102, 1.16092, 4.09590)
C (-3.88449, 1.26666, 5.05160)
O (-3.96692, 2.52333, 5.60847)
C (-5.11008, 2.58410, 6.45247)
N (-2.33277, -0.22458, 3.77132)
H (-1.78232, 2.15452, 2.32640)
H (-3.18007, 2.91317, 2.86814)
H (-3.33515, 1.35138, 2.01915)
H (-1.63330, 1.53565, 4.52837)
H (-3.84214, 0.45317, 5.77586)
H (-4.76731, 1.04447, 4.45214)
H (-4.81347, 2.39394, 7.48395)
H (-5.94869, 1.91987, 6.24360)
H (-5.50611, 3.59144, 6.32389)
H (-3.18978, -0.66919, 3.47475)
H (-1.81541, -0.26561, 2.90486)
C (4.12768, -0.33189, 3.89846)
C (5.39495, -1.15631, 3.83451)
C (5.68374, -2.05934, 5.03668)
O (5.97658, -1.25041, 6.23374)
C (6.41289, -2.00470, 7.32237)
N (5.22101, -2.05775, 2.77952)
H (3.97351, 0.25595, 4.80333)
H (3.23624, -0.95874, 3.92088)
H (4.07264, 0.33853, 3.04078)
H (6.30358, -0.61163, 3.57799)
H (6.51630, -2.69562, 4.73655)
H (4.83742, -2.71028, 5.25598)
H (6.01655, -3.01478, 7.42609)
H (6.32372, -1.45374, 8.25864)
H (7.50008, -2.03298, 7.24944)
H (5.14583, -3.01252, 3.10022)
H (4.25827, -1.91540, 2.50939)
C (4.41772, 5.06466, -4.51380)
C (4.29207, 3.59041, -3.93388)
O (3.12155, 3.59604, -3.18257)
H (4.37740, 5.83412, -3.74283)
H (3.75523, 5.32917, -5.33796)
H (5.42114, 5.25425, -4.89498)
H (5.17532, 3.55949, -3.29589)
H (4.33285, 2.79287, -4.67574)
H (2.61465, 2.78092, -3.16768)
C (-2.17451, 6.18984, -2.48121)
C (-1.72490, 5.29212, -3.62629)
O (-0.49371, 5.79706, -4.16037)
H (-1.58484, 5.98225, -1.58830)
H (-3.19951, 5.93384, -2.21299)
H (-2.06348, 7.25889, -2.66261)
H (-2.39526, 5.22462, -4.48312)
H (-1.42819, 4.32957, -3.20969)
H (0.22733, 5.44124, -3.63588)
C (4.02213, -1.81104, -5.36679)
O (4.93580, -2.24185, -6.06031)
N (2.87072, -1.47411, -5.84769)
N (4.09032, -1.61747, -4.08621)
H (2.70172, -1.57647, -6.83817)
H (2.12691, -1.40912, -5.16752)
H (3.33163, -1.13696, -3.62404)
H (4.86229, -2.05537, -3.60414)
C (-0.51539, -6.19224, 0.32731)
O (-0.52250, -7.38533, 0.59940)
N (-1.36149, -5.70170, -0.52338)
N (0.10847, -5.25838, 1.03185)
H (-1.14529, -4.79206, -0.90538)
H (-1.92391, -6.37215, -1.02765)
H (0.31431, -4.39816, 0.54426)
H (0.64161, -5.48448, 1.85934)
C (-6.58839, -1.99414, 0.91788)
O (-6.04763, -2.32763, 1.95879)
N (-7.85061, -1.76087, 0.89055)
N (-5.94391, -1.88761, -0.19566)
H (-8.48990, -2.19754, 1.53920)
H (-8.17273, -1.52080, -0.03611)
H (-6.45802, -1.67021, -1.03740)
H (-4.93541, -1.94142, -0.18485)
C (-3.19422, -0.87448, -6.66431)
O (-3.61486, -0.81956, -7.80149)
N (-3.02835, 0.20133, -5.93998)
N (-2.80822, -1.91104, -5.97883)
H (-3.10562, 1.09077, -6.41223)
H (-2.52049, 0.09587, -5.07334)
H (-3.05345, -2.82804, -6.32389)
H (-2.42922, -1.82945, -5.04619)

Force components x, y, z for each atom (eV/Å):
B -0.3 -0.1 0.1
F 0.4 0.7 0.0
F 0.3 -0.1 -0.2
F -0.9 0.5 0.2
F 0.5 -1.1 -0.3
C 0.2 1.0 0.6
C -2.1 0.5 -0.7
C 2.6 -1.1 -2.0
O -0.9 0.1 0.5
C 0.2 1.1 0.2
N 0.1 -1.1 0.2
H 0.2 -0.4 -0.2
H -0.4 0.0 0.2
H -0.1 -0.1 0.2
H -0.4 0.2 0.7
H 0.3 0.0 0.5
H -0.1 0.1 -0.5
H 0.0 0.1 0.2
H 0.3 -0.4 -0.6
H 0.0 0.1 0.4
H -0.5 -0.1 0.3
H 0.6 0.0 0.0
C -0.2 1.0 1.0
C 0.4 0.0 1.9
C 0.3 1.8 1.5
O -1.1 -0.8 -1.5
C 1.5 0.4 0.4
N -1.2 -1.9 -2.6
H 0.6 0.3 0.0
H 0.1 -0.4 -0.3
H -0.1 -0.1 0.0
H -0.1 0.7 0.6
H 0.4 0.0 0.3
H -0.3 0.0 0.0
H -0.3 0.0 -0.2
H -0.8 0.1 0.0
H 0.4 -0.8 -0.1
H 0.5 -0.4 0.1
H 0.0 -0.1 -1.0
C 0.7 -0.8 -0.4
C 0.6 2.5 -0.6
O -1.1 0.1 0.8
H -0.6 -0.4 0.4
H -0.3 -0.2 0.2
H 0.3 -0.5 -0.3
H 0.0 -0.7 0.3
H 0.0 0.2 -0.2
H 0.4 -0.3 -0.2
C -0.4 -0.4 0.3
C 1.6 0.6 0.4
O 0.1 0.3 -0.4
H 0.2 -0.1 0.0
H -0.2 0.3 0.0
H -0.2 -0.1 -0.4
H -0.2 -0.1 0.3
H -0.9 -0.4 -0.2
H 0.1 0.0 0.0
C 2.6 -1.2 -2.1
O 0.7 -0.3 -0.2
N -3.8 1.1 -1.7
N 0.9 0.3 3.8
H -0.1 0.0 0.4
H -0.5 0.1 -0.7
H 0.4 -0.4 0.5
H -0.4 0.4 0.2
C -0.2 -2.8 2.4
O 0.6 -0.7 0.3
N -2.1 1.5 -3.3
N 2.0 1.8 1.1
H -0.6 -0.1 -0.3
H 0.3 0.4 -0.2
H 0.1 0.2 0.5
H 0.0 -0.2 -0.6
C 2.5 -1.7 4.0
O 0.9 -0.3 1.1
N -5.1 1.3 -1.4
N 1.8 0.7 -3.8
H 0.4 0.2 -0.1
H -0.9 -0.1 0.4
H 0.7 0.0 0.0
H -0.3 0.0 -0.2
C -0.4 1.1 -1.6
O -0.6 -0.8 -1.1
N 0.3 3.6 1.8
N 0.6 -4.4 1.0
H 0.2 -0.2 0.4
H -0.1 0.8 -0.2
H 0.3 0.2 0.2
H -0.1 -0.3 -0.2

Atomic partial charges in e from the Löwdin method, atoms 1 to 8: -1.328 0.081 0.083 0.087 0.087 -0.078 -0.383 -0.218


[2]
Here is a cluster of 8 separate species, C16H50N2O10 in total in a non-equilibrium geometry from the OMol25 dataset. Energies are from ωB97M-V/def2-TZVPD.

## Properties
Energy relative to the best compared isomer or geometry (same formula, charge and spin) ... 49.1 kJ/mol
Calculated total energy ... -1501.37156 Ha

Positions of all 78 atoms, in Å:
O (1.65563, -2.50452, -2.33557)
H (2.18294, -2.86136, -1.62084)
H (1.41823, -3.26740, -2.86273)
O (2.64017, 0.13718, -2.96344)
H (1.84601, 0.60331, -3.22470)
H (2.34333, -0.75146, -2.76736)
O (-0.32585, -0.36323, -1.25373)
H (-0.27644, 0.38397, -1.84996)
H (0.53041, -0.78495, -1.32600)
O (-2.93564, 0.58878, -0.50464)
H (-2.16226, 0.15235, -0.86191)
H (-3.05292, 0.19835, 0.36140)
C (-3.21780, -0.00002, 3.00176)
O (-3.30579, -0.90176, 1.88223)
C (-2.06790, -1.51279, 1.61497)
C (-2.10122, -2.50529, 0.38444)
N (-2.57588, -3.87357, 0.68306)
C (-1.96706, -4.57108, 1.84652)
C (-2.48898, -6.01377, 1.76165)
O (-2.00484, -6.70030, 2.87417)
C (-2.71108, -7.97768, 3.14601)
H (-4.15013, 0.35383, 3.44182)
H (-2.64296, 0.87763, 2.70618)
H (-2.59585, -0.37289, 3.81555)
H (-1.75626, -2.00766, 2.53480)
H (-1.37291, -0.68232, 1.49087)
H (-1.03820, -2.59352, 0.16015)
H (-2.53742, -1.99163, -0.47229)
H (-2.65814, -4.42295, -0.16045)
H (-2.34136, -4.15815, 2.78327)
H (-0.88647, -4.45249, 1.92619)
H (-2.09843, -6.56176, 0.90416)
H (-3.57761, -6.01076, 1.70725)
H (-2.49907, -8.60789, 2.28231)
H (-3.78269, -7.86811, 3.31265)
H (-2.40529, -8.59336, 3.99191)
C (-0.49467, 2.95655, 2.89298)
O (0.78898, 2.70435, 2.27003)
C (0.70331, 1.76221, 1.22457)
C (1.95816, 1.92451, 0.36376)
N (1.91053, 2.99923, -0.67393)
C (1.68784, 4.34213, -0.13210)
C (1.58779, 5.53340, -1.19926)
O (2.92978, 5.78747, -1.71459)
C (2.87597, 6.80625, -2.71223)
H (-1.23274, 3.31015, 2.17302)
H (-0.27171, 3.71108, 3.64734)
H (-0.86925, 2.04868, 3.36578)
H (-0.22809, 1.78159, 0.65870)
H (0.67748, 0.79648, 1.72933)
H (2.07928, 0.96957, -0.14761)
H (2.84856, 2.04187, 0.98145)
H (2.84259, 3.08861, -1.05256)
H (2.41019, 4.59293, 0.64469)
H (0.71375, 4.31640, 0.35636)
H (1.21846, 6.45696, -0.75347)
H (0.88907, 5.26445, -1.99145)
H (2.42276, 7.74298, -2.38781)
H (2.28695, 6.51606, -3.58225)
H (3.91122, 6.93080, -3.02978)
C (3.96095, -1.01635, 0.54831)
C (2.69794, -1.86637, 0.67809)
O (2.90097, -3.09173, 0.05202)
H (3.93839, -0.31921, 1.38591)
H (3.92414, -0.48343, -0.40182)
H (4.90061, -1.56748, 0.58567)
H (1.81154, -1.36666, 0.28731)
H (2.66627, -2.19654, 1.71640)
H (3.47932, -3.62211, 0.60503)
C (-1.55915, 2.10394, -4.53885)
C (-0.95476, 2.53940, -3.19439)
O (0.21757, 1.85709, -2.87542)
H (-2.35123, 2.81523, -4.77290)
H (-1.96726, 1.09346, -4.51683)
H (-0.75687, 2.13636, -5.27601)
H (-1.59240, 2.36193, -2.32835)
H (-0.70572, 3.60031, -3.17108)
H (0.66316, 2.25468, -2.12376)

Force components x, y, z for each atom (eV/Å):
O -0.3 0.4 -0.3
H 0.5 -0.4 0.6
H -0.2 0.0 -0.2
O 0.5 0.3 0.3
H -0.4 0.4 -0.2
H -0.1 -0.6 -0.1
O -0.4 -0.3 0.7
H 0.3 0.7 -0.6
H 0.1 -0.4 -0.3
O -0.2 0.7 -0.4
H 0.4 -0.2 -0.1
H -0.4 -0.3 0.4
C 1.1 0.2 -0.4
O -1.5 0.5 1.0
C -0.2 -0.7 -0.2
C 1.3 0.2 1.7
N -0.5 1.2 0.8
C -1.3 0.1 -1.3
C 0.8 0.0 0.1
O -0.7 -2.0 2.5
C 0.6 0.7 -1.2
H -0.3 -0.5 -0.6
H -0.1 0.4 -0.4
H -0.1 -0.7 0.1
H 0.2 -0.4 0.0
H 0.6 -0.2 -0.7
H 0.4 0.2 -0.3
H -0.5 -0.5 0.1
H 0.3 -0.1 0.2
H -0.3 0.1 -0.1
H 0.4 -0.4 -0.4
H -0.1 0.3 -0.7
H -0.2 0.1 0.1
H -0.4 -0.1 -0.2
H -0.1 0.5 -0.4
H 0.9 0.9 0.3
C 1.5 -0.1 -0.2
O -1.5 0.9 0.3
C 0.9 0.1 0.4
C -0.4 -0.2 -0.6
N -0.1 0.2 0.0
C -1.3 1.3 -0.4
C 1.7 -1.6 0.8
O -1.8 0.3 -0.1
C 0.5 -0.6 -0.1
H 0.0 0.1 -0.1
H -0.3 0.0 0.0
H 0.0 -0.1 0.1
H -0.1 0.5 -0.3
H 0.3 -0.6 -0.3
H 0.1 0.1 -0.4
H -0.1 0.1 0.4
H 0.2 -0.6 -0.5
H 0.2 0.2 0.0
H -0.1 0.2 0.1
H 0.0 -0.1 0.4
H 0.1 -0.2 -0.3
H 0.2 0.1 0.5
H -0.1 -0.4 -0.1
H -0.1 0.3 0.0
C -0.7 0.8 -0.2
C 2.0 -0.2 1.5
O -0.4 -1.6 -1.7
H 0.3 0.4 -0.2
H 0.2 0.2 0.0
H -0.2 -0.3 0.1
H 0.0 -0.2 0.3
H -1.0 1.0 0.5
H 0.0 0.0 -0.2
C 0.6 0.3 1.0
C -0.7 0.4 0.6
O 1.1 -1.7 -0.9
H 0.0 -0.1 -0.3
H 0.0 0.0 0.1
H -0.2 0.1 -0.2
H -0.9 0.2 -0.3
H -0.3 0.3 -0.4
H 0.5 0.7 0.7

Atomic partial charges in e from the Löwdin method, atoms 1 to 8: -0.032 0.006 0.063 -0.052 0.000 -0.024 -0.044 0.005


[3]
Here is a cluster of 9 separate species, C16H50N2O9 in total in a non-equilibrium geometry from the OMol25 dataset. Energies are from ωB97M-V/def2-TZVPD.

## Properties
Energy relative to the best compared isomer or geometry (same formula, charge and spin) ... 246.6 kJ/mol
Calculated total energy ... -1426.13171 Ha

Positions of all 77 atoms, in Å:
C (-21.05900, 10.34600, 11.41800)
C (-19.65200, 9.79800, 11.30900)
O (-19.31700, 9.96400, 9.97900)
H (-21.78300, 9.66700, 10.99200)
H (-21.11400, 11.35700, 11.10700)
H (-21.40800, 10.35700, 12.41800)
H (-19.50100, 8.75700, 11.58600)
H (-18.96800, 10.35700, 11.93400)
H (-19.67900, 9.17400, 9.46000)
C (-16.11100, 4.69800, 13.36300)
C (-16.73100, 5.06700, 11.97400)
O (-16.86100, 3.92700, 11.23400)
H (-15.99400, 5.61200, 13.96500)
H (-15.11100, 4.22800, 13.27800)
H (-16.76800, 3.98200, 13.85500)
H (-16.18100, 5.81800, 11.41700)
H (-17.74200, 5.47900, 12.10800)
H (-16.71100, 4.17400, 10.31900)
C (-16.03300, 10.54100, 11.25200)
C (-16.02000, 8.99400, 11.44500)
O (-15.06400, 8.38500, 10.59300)
H (-16.89000, 11.07000, 11.74000)
H (-16.02600, 10.81200, 10.19600)
H (-15.15700, 10.85700, 11.80600)
H (-17.00800, 8.60400, 11.22100)
H (-15.83300, 8.70800, 12.49900)
H (-14.31200, 8.93400, 10.74100)
C (-22.49900, 6.29800, 10.97100)
C (-21.91800, 4.85100, 11.01100)
O (-21.93000, 4.37500, 9.72800)
H (-21.75000, 7.02400, 10.60100)
H (-22.65200, 6.78400, 11.98200)
H (-23.37200, 6.28000, 10.39500)
H (-22.59100, 4.14400, 11.59200)
H (-20.87600, 4.73900, 11.43900)
H (-21.27300, 3.67400, 9.71700)
C (-17.57300, 10.41400, 14.79600)
C (-16.23300, 9.74100, 14.93000)
O (-15.86000, 9.59600, 16.29900)
H (-18.38800, 9.88300, 15.26300)
H (-17.79000, 10.54200, 13.78100)
H (-17.55600, 11.45500, 15.16900)
H (-15.48200, 10.25200, 14.35800)
H (-16.28000, 8.71100, 14.64100)
H (-15.15300, 10.20300, 16.43800)
C (-18.69000, 6.70500, 9.49400)
C (-19.58600, 6.70400, 8.32900)
O (-20.64700, 7.60000, 8.47100)
H (-18.01200, 7.52300, 9.56300)
H (-18.02300, 5.85100, 9.44000)
H (-19.35500, 6.69900, 10.37700)
H (-19.99800, 5.74200, 8.14000)
H (-18.96600, 6.97400, 7.50500)
H (-21.33100, 7.10100, 7.98800)
C (-20.92700, 3.68700, 15.16200)
C (-19.87200, 2.73300, 15.81100)
O (-18.58800, 3.04800, 15.42500)
H (-20.91700, 3.70900, 14.09100)
H (-20.66200, 4.71500, 15.50600)
H (-21.96300, 3.47000, 15.45200)
H (-20.07100, 1.73700, 15.47700)
H (-20.02200, 2.72600, 16.85600)
H (-18.62100, 3.19800, 14.47100)
C (-16.99900, 6.31300, 16.36500)
O (-18.12300, 7.01300, 16.18000)
N (-15.92200, 6.98400, 16.59600)
N (-16.87200, 5.04700, 16.51400)
H (-16.01900, 8.01000, 16.42500)
H (-14.95000, 6.60400, 16.63700)
H (-17.69700, 4.50800, 16.17000)
H (-15.95700, 4.51800, 16.59200)
C (-19.64300, 6.74700, 13.66800)
O (-18.51300, 7.60400, 13.47900)
H (-19.16600, 5.86300, 14.09200)
H (-20.13000, 6.53000, 12.63900)
H (-20.38100, 7.22200, 14.36600)
H (-17.99700, 7.66200, 14.28700)

Force components x, y, z for each atom (eV/Å):
C 0.0 -1.4 1.4
C -0.9 0.0 0.2
O 0.7 -1.5 -2.8
H -0.1 0.1 -1.0
H -0.1 0.8 -0.9
H -0.1 0.1 1.6
H -0.4 -0.1 0.4
H 0.2 0.3 0.0
H 0.5 1.8 1.0
C 0.2 0.7 -1.0
C -0.2 1.2 2.1
O 0.1 -2.0 -1.6
H -0.2 -0.4 -0.1
H -0.5 0.2 -0.2
H 0.1 0.1 0.1
H 0.5 0.3 0.3
H 0.3 0.3 0.4
H -0.1 -0.4 -0.1
C -0.5 -0.7 1.1
C -1.3 0.7 0.2
O -0.8 -0.3 0.1
H 0.5 -0.7 -0.4
H 0.2 -0.1 0.1
H 0.5 0.7 -0.3
H 0.0 -0.3 -0.2
H 0.0 0.3 -0.4
H 1.3 0.3 -0.2
C 2.7 0.4 2.5
C -0.7 0.4 2.5
O 0.6 -0.7 -2.2
H -0.4 -0.6 -0.6
H -0.4 -1.1 -0.8
H -1.3 0.2 -0.8
H 0.6 1.0 0.0
H -1.0 0.6 -0.1
H -0.1 -0.2 -0.5
C 0.4 1.0 1.0
C -1.1 -0.3 0.7
O -0.1 0.9 0.0
H 0.0 -0.3 0.2
H -0.5 -0.1 -1.7
H 0.2 -0.5 0.2
H 0.5 0.2 -0.2
H -0.2 -0.5 -1.0
H 0.8 0.6 0.7
C -0.4 -0.7 1.5
C 1.1 0.1 -0.6
O -1.2 -0.1 -0.5
H 0.2 1.1 -0.1
H -0.2 -0.5 0.3
H 0.7 -0.3 0.1
H -0.1 -1.1 0.0
H 0.3 0.2 -1.3
H -0.3 1.1 0.5
C 0.6 0.7 1.6
C -2.7 0.1 -1.8
O 1.3 0.7 -0.3
H 0.3 -0.3 -0.8
H -0.4 -0.6 -0.2
H 0.3 -0.1 0.2
H -0.4 -1.0 -0.2
H 0.4 0.3 1.3
H 0.2 -0.1 0.1
C -4.1 4.2 0.3
O 3.3 -3.0 0.0
N 4.0 3.2 -0.2
N -1.1 -5.7 -0.5
H 0.6 -1.2 0.8
H -1.7 0.3 -0.1
H 1.1 0.0 0.6
H -1.8 1.4 -0.2
C 0.4 0.4 -0.6
O -0.4 0.6 -1.4
H -1.0 -0.5 0.1
H 0.9 0.4 1.7
H 0.5 -0.7 -0.6
H -0.5 -0.4 0.7

Atomic partial charges in e from the Löwdin method, atoms 1 to 8: -0.063 -0.339 -0.095 0.067 0.069 0.055 0.082 0.080


Q: Which formula does entry 3 have?
A: C16H50N2O9


Q: Among the records above, which one has the lowest energy relative to the best compared isomer or geometry (same formula, charge and spin)?
A: C16H50N2O10


Q: Which of these has the lowest calculated total energy?
A: C16H50BF4N10O8